[1]
DFT (ωB97M-V/def2-TZVPD) results for a 5-piece molecular cluster, C30H40NO15P overall at a distorted geometry.

Results
* orbital gap: 5.1 eV
* spin multiplicity: 1
* total energy: -2691.23552 Ha

Last column: Mulliken charge in e.
Geometry (Å):
O 4.47714 -3.05124 -3.81977  -0.27
H -6.91747 4.02500 4.63055  0.29
C 0.03138 6.19422 -5.36217  -1.00
H -1.14012 2.59937 -2.77978  0.31
C -7.16762 3.98734 3.56676  -0.34
H -2.85283 2.24111 1.82586  0.22
C -6.07523 4.14289 1.62477  0.69
O 3.32810 3.50705 1.10325  -0.56
H -0.54585 -2.52337 6.57549  0.32
C 1.20262 -1.57918 1.36519  0.32
O 2.32549 -5.67766 -2.93856  -0.53
H 4.51965 -5.64965 -4.86394  -0.01
C 2.97341 -9.01876 -2.77210  -0.34
O -5.49578 4.62780 0.66728  -0.54
C 0.27998 3.56833 2.01842  -0.86
H 4.37805 -8.46290 -1.22287  0.25
C 5.50342 -3.67246 -3.16840  0.74
H -6.17666 2.06596 3.47626  0.25
C -0.98572 7.39342 -3.03372  -0.89
C 2.61292 0.89176 0.80640  0.15
C 5.20821 -4.82121 -5.06107  -0.06
C -6.98262 2.62271 2.98662  -0.29
H -3.86479 3.25202 0.59687  0.19
H -3.36139 3.94526 -1.40896  0.28
C -1.91975 -3.85876 5.57479  -0.19
O 5.87849 -3.38837 -2.04310  -0.57
H -2.02448 5.23173 -1.01002  0.10
H 4.40745 0.74793 -0.86375  0.34
O -6.60820 2.88629 1.64780  -0.28
H -0.79459 8.34184 -3.69278  0.36
C -2.82722 3.24150 1.17911  -0.94
H 0.11213 -4.14845 6.25991  0.27
O -2.55861 -4.98416 6.14776  -0.32
C -0.16152 4.76419 -2.96668  -0.45
C 3.29766 -1.48462 -0.51972  -0.01
H -0.78341 6.88682 -5.89225  0.30
O 6.05519 -4.65424 -3.93997  -0.36
N 1.25715 2.42071 2.14536  0.21
C -1.63551 3.18755 0.05479  0.48
H -0.56809 3.39188 2.80435  0.37
O 2.06234 -7.93804 -2.70787  -0.32
O -1.59030 -2.48666 1.62792  -0.65
H -2.69857 4.20485 1.84852  0.24
C 0.73295 1.08707 2.63154  0.42
H 0.86660 4.54046 2.38751  0.23
C 2.51669 2.45883 1.30855  0.21
C 2.79934 -6.79205 -2.79266  0.63
O -2.76623 -5.71078 8.30715  -0.54
H 3.49131 -3.60481 -5.55688  0.31
C 4.50526 -3.50623 -5.15960  -0.40
P -0.18618 -2.50555 2.36590  0.54
H 3.97965 -2.03414 -1.31448  0.14
H -2.21920 3.95496 -3.52117  0.27
C -2.24917 -4.98159 7.47732  0.60
H -1.51532 2.06109 -0.26977  0.22
H -2.14842 7.22307 -2.94044  0.22
O -1.28460 -4.05711 7.75766  -0.32
C 1.47089 0.03373 1.61126  -0.06
H -0.49834 7.45767 -1.95787  0.22
H 5.79149 -5.04944 -5.95737  0.35
C 4.25879 -8.41258 -2.31022  -0.33
H 0.93981 4.53938 -2.62693  0.24
H 0.01149 5.13424 -5.88487  0.28
H -0.26326 -1.79807 3.64575  0.06
H 2.64628 -9.84065 -2.12934  0.30
C -0.79230 -3.58710 6.51715  -0.30
C -0.22471 3.89267 0.49524  -0.24
H -2.63541 -3.03122 5.52920  0.23
H -1.57170 -4.08400 4.56298  0.24
C -0.36998 6.03816 -3.75857  0.37
H -8.18510 4.36701 3.42656  0.27
H 1.09792 6.71629 -5.47961  0.26
H 0.33573 -3.86549 2.55837  0.12
H 0.55999 3.65712 -0.34820  0.03
O -6.27437 4.78516 2.81275  -0.30
H 3.02702 -9.37524 -3.80619  0.26
O 4.13504 -7.05597 -2.69392  -0.25
H -7.89903 2.02729 3.02312  0.29
C -2.20113 4.07708 -1.24405  -0.47
H -0.40553 5.07073 0.44143  0.20
C 2.13159 -2.34297 0.25074  -0.39
H 5.05698 -2.78154 -5.76748  0.29
C 3.58531 0.14555 -0.28244  -0.55
H 1.96984 -3.49850 0.01188  0.30
O -0.08701 0.81939 3.65093  -0.59
C -1.43755 3.73009 -2.65234  -0.56
H 5.13012 -8.87182 -2.78512  0.30

***

[2]
DFT (ωB97M-V/def2-TZVPD) results for CHNS4 as an isolated structure at a distorted geometry.

Results
* orbital gap: 7.5 eV
* spin multiplicity: 1
* ΔE to the lowest compared entry with this formula, charge and spin: 68.7 kcal/mol
* total energy: -1686.07899 Ha

Last column: natural (NBO) charge in e.
Geometry (Å):
S -4.10497 0.83074 -0.40133  0.30
S -0.17302 -0.07292 1.24216  0.18
S -1.20343 1.73751 -1.15239  0.14
S -3.54942 -1.04048 -0.20729  0.23
N -2.94725 0.29560 0.66080  -0.75
H 0.80582 0.12854 0.39490  0.15
C -1.20244 0.72336 0.09994  -0.26

***

[3]
DFT (ωB97M-V/def2-TZVPD) results for a 2-piece molecular cluster, C14H19N3O4 overall at a distorted geometry.

Results
* orbital gap: 6.1 eV
* spin multiplicity: 1
* ΔE to the lowest compared entry with this formula, charge and spin: 200.3 kcal/mol
* total energy: -1009.87224 Ha

Last column: natural (NBO) charge in e.
Geometry (Å):
C 1.75267 0.01506 2.17879  -0.09
H 2.91150 2.13170 0.74478  0.23
N 3.82990 1.01491 -0.79428  0.47
H -0.67102 -2.31835 -2.88702  0.20
C 0.18573 -0.00545 4.52847  0.03
H -0.66539 1.80485 -2.88002  0.20
C 0.56667 -1.22440 3.93113  -0.16
O -0.92744 1.08880 6.21668  -0.37
C 0.58613 1.21844 3.96524  -0.18
O 3.92365 -0.15097 -1.27278  -0.40
H 1.30897 -1.15121 -3.05634  0.21
C 3.05238 1.12438 0.36159  -0.11
C 0.85094 -0.26526 -2.59500  -0.40
H 1.31419 0.63849 -3.01485  0.20
C 1.35709 1.23073 2.81604  -0.13
H 1.63667 -2.15173 2.32034  0.23
H -1.16201 -1.57926 -1.33420  0.14
C 2.54977 0.00740 0.97222  -0.09
O -0.95345 -1.11295 6.19044  -0.37
H 0.23830 -2.14964 4.39557  0.26
C -1.21459 0.96108 -2.43612  -0.21
H -4.43662 -0.25442 -2.77870  0.21
H 1.08792 -0.29317 -1.51363  0.15
N -0.56219 -0.25756 -2.85511  -0.45
O 4.39469 2.00990 -1.32183  -0.36
H -3.47956 -0.25651 -1.28541  0.19
H -1.16142 1.06338 -1.32954  0.14
H -2.75276 -1.59103 -3.93414  0.20
H 0.27510 2.13881 4.45025  0.26
C -1.21729 -1.47547 -2.43977  -0.21
C -3.41974 -0.25600 -2.37997  -0.40
N -0.60724 -0.01028 5.70779  0.49
C -2.68467 1.00265 -2.83959  -0.40
H -2.74988 1.08098 -3.93200  0.20
H -3.13529 -2.41044 -2.40300  0.21
C -2.68664 -1.51450 -2.84192  -0.40
H 1.66275 2.18639 2.38990  0.21
H -3.13281 1.89862 -2.39956  0.21
H 2.80072 -0.97663 0.56969  0.25
C 1.33430 -1.21135 2.78586  -0.18

***

[4]
DFT (ωB97M-V/def2-TZVPD) results for one molecule with the formula C7H8 at a distorted geometry.

Results
* orbital gap: 9.3 eV
* spin multiplicity: 1
* ΔE to the lowest compared entry with this formula, charge and spin: 126.2 kcal/mol
* total energy: -271.33034 Ha

Last column: natural (NBO) charge in e.
Geometry (Å):
C 2.95701 0.67836 -0.09109  -0.26
H -3.32802 0.12589 1.51542  0.25
C -1.46794 0.09218 0.63073  0.12
C -2.23748 0.19425 1.66648  -0.56
H 3.99081 0.53205 0.13545  0.24
H -1.35693 0.87264 2.00942  0.31
H 0.15036 -1.59782 -1.51610  0.21
C 1.79350 0.84702 -0.35343  0.01
H -1.02898 -2.14517 -0.29952  0.22
H 0.66901 -1.87910 0.16789  0.22
C -0.14324 -1.52251 -0.46592  -0.60
H 0.25956 1.07896 -1.77519  0.24
H 0.03128 1.99360 -0.27988  0.24
C 0.37297 1.03489 -0.69024  -0.48
C -0.46280 -0.09411 -0.15820  -0.15